Formula: C4H12BrN2O5P
Source: the OMol25 dataset
Level of theory: ωB97M-V/def2-TZVPD

HOMO energy = -8.9 eV
SMILES = O=C(Br)C[PH2](O)COO.NC(N)=O

XYZ file:
```
25
Properties=species:S:1:pos:R:3:lowdin_charge:R:1
H 0.923 0.717 1.697 0.008
P 0.132 1.655 -0.130 0.810
H -0.478 0.425 0.260 0.039
O -0.763 -0.794 1.925 -0.022
O -2.996 0.548 -1.549 -0.055
H 2.346 2.215 -1.030 0.102
O -1.718 0.780 -2.044 -0.254
C 1.540 1.543 -1.414 -0.228
H 0.839 -3.340 0.892 0.102
H -0.858 2.708 -2.244 0.091
N 0.495 -2.398 0.932 0.145
H -2.062 2.477 -0.925 0.091
H -1.352 -2.581 3.539 0.107
H -2.939 -0.193 -0.916 0.107
O 3.219 -0.122 -1.011 0.065
C -0.355 -1.950 1.890 -0.666
N -0.723 -2.879 2.814 0.155
H -0.404 -3.829 2.807 0.097
H 1.215 1.864 -2.424 0.087
O 1.351 1.340 1.082 -0.365
H -0.218 2.862 0.545 0.050
Br 1.060 -1.407 -2.072 0.735
C -1.197 1.992 -1.451 -0.356
H 0.796 -1.740 0.223 -0.031
C 2.148 0.107 -1.398 -0.811
```

***

Formula: C5H14
Source: the OMol25 dataset
Level of theory: ωB97M-V/def2-TZVPD

HOMO energy = -10.7 eV
energy relative to the best compared isomer or geometry (same formula, charge and spin) = 42.2 kcal/mol
SMILES = CCC.CC

XYZ file:
```
19
Properties=species:S:1:pos:R:3:lowdin_charge:R:1
H 1.781 1.770 1.874 0.078
C -2.154 -0.652 -2.244 -0.186
H -1.182 -0.350 -2.943 0.119
H -1.878 -0.057 -0.088 0.070
C 0.570 -0.262 0.252 -0.092
H 2.793 0.851 0.718 0.048
C 1.419 -0.366 1.654 -0.248
C -2.024 0.392 -1.150 -0.227
H -0.355 0.045 0.498 -0.035
H 1.915 -1.317 1.690 0.075
H 3.081 0.878 2.456 0.068
C 2.329 0.847 1.660 -0.140
H -2.952 1.052 -1.028 0.083
H 0.784 -0.470 2.535 0.089
H -1.151 1.060 -1.262 0.053
H 0.944 0.418 -0.421 0.032
H -1.905 -1.675 -2.046 0.029
H -3.186 -0.684 -2.739 0.079
H 0.471 -1.272 -0.274 0.106
```

***

Formula: C2H3NO2
Source: the OMol25 dataset
Level of theory: ωB97M-V/def2-TZVPD

HOMO energy = -10.6 eV
energy relative to the best compared isomer or geometry (same formula, charge and spin) = 27.4 kcal/mol

XYZ file:
```
8
Properties=species:S:1:pos:R:3:lowdin_charge:R:1
N 0.601 0.462 -0.869 0.087
C 0.270 -0.199 0.172 -0.326
H -0.102 0.280 -1.525 0.026
H 1.782 0.352 1.075 0.018
C 3.259 0.054 -1.003 0.043
O 1.028 -0.146 1.260 0.060
O 3.397 0.413 0.080 -0.010
H -0.477 -0.894 0.155 0.101
```

***

> Which value of HOMO energy does entry 2 give?

-10.7 eV

***

> What is the formula in the first record?

C4H12BrN2O5P

***

> Look up the HOMO energy of the third one.

-10.6 eV

***

> What is the HOMO energy in the second record?

-10.7 eV